Entry 1:
{
  "formula": "C20H50AlBrFN4O10P3",
  "method": "ωB97M-V/def2-TZVPD",
  "e_tot_ev": -155203.3292,
  "orbital_gap_ev": 5.56,
  "elements": ["C", "C", "C", "C", "C", "C", "C", "C", "C", "C", "O", "P", "O", "O", "C", "C", "C", "O", "O", "P", "C", "O", "H", "H", "H", "H", "H", "H", "H", "H", "H", "H", "H", "H", "H", "H", "H", "H", "H", "H", "H", "H", "H", "H", "H", "H", "H", "H", "H", "H", "H", "H", "H", "H", "F", "O", "P", "N", "C", "C", "N", "C", "C", "N", "C", "C", "H", "H", "H", "H", "H", "H", "H", "H", "H", "H", "H", "H", "H", "H", "H", "H", "H", "H", "Al", "N", "O", "O", "O", "Br"],
  "coordinates": [[8.97492, 3.12584, 1.39577], [9.22300, 1.60397, 1.53666], [8.23442, 0.75816, 0.67732], [7.38502, -0.15891, 1.57732], [6.96823, -1.46603, 0.85759], [5.48663, -1.87583, 1.08194], [4.88770, -2.41789, -0.21569], [4.42081, -1.23624, -1.08602], [3.26433, -1.60836, -2.02227], [1.93568, -0.99656, -1.55976], [2.15149, 0.34819, -1.05452], [1.02702, 0.94499, -0.12188], [1.63046, 1.50273, 1.09479], [-0.08588, -0.14695, 0.21650], [-0.53126, -0.06725, 1.60123], [-1.50119, -1.22696, 1.98266], [-2.70321, -0.66111, 2.77185], [-3.04192, -1.49774, 3.88403], [0.41268, 2.19496, -0.97693], [-0.97905, 2.81099, -0.27160], [-1.19426, 4.40703, -1.15900], [-0.68222, 3.33369, 1.26282], [8.62310, 3.36560, 0.38937], [8.17878, 3.44409, 2.07293], [9.89762, 3.65916, 1.62712], [9.09810, 1.37000, 2.59645], [10.26450, 1.40174, 1.27767], [7.58815, 1.47105, 0.16260], [8.83131, 0.18604, -0.03350], [7.95054, -0.43142, 2.47352], [6.50528, 0.39280, 1.92490], [7.56772, -2.32152, 1.17790], [7.13453, -1.31430, -0.20919], [5.38606, -2.62340, 1.89859], [4.96552, -0.95228, 1.40545], [5.64339, -3.02759, -0.72273], [4.03160, -3.06560, -0.01204], [5.27337, -0.92621, -1.70262], [4.20732, -0.39305, -0.43016], [3.12877, -2.69215, -1.96187], [3.48304, -1.38963, -3.06887], [1.51013, -1.68023, -0.82684], [1.30533, -0.90976, -2.44943], [-1.06239, 0.87077, 1.75351], [0.30676, -0.14345, 2.28621], [-1.78546, -1.84081, 1.12875], [-0.94619, -1.88116, 2.65788], [-3.54767, -0.56658, 2.08347], [-2.49976, 0.33284, 3.18182], [-2.79283, -1.01223, 4.67215], [-1.61652, 4.24542, -2.14842], [-0.18110, 4.80265, -1.32480], [-1.72779, 5.14008, -0.55596], [-0.71276, 4.29747, 1.31216], [2.42498, -2.94557, 1.21225], [-7.33269, 0.40263, -2.81394], [-7.62752, -0.20629, -1.47163], [-6.21635, -1.14344, -1.27170], [-6.12249, -2.45993, -0.68533], [-5.03765, -0.35260, -0.95763], [-8.99936, -1.15781, -1.97091], [-8.78792, -2.36986, -2.74937], [-10.02345, -0.33106, -2.59967], [-8.11899, -0.31292, 0.23398], [-9.05207, -1.31889, 0.70705], [-8.49250, 0.99919, 0.79245], [-6.17728, -2.44455, 0.41469], [-5.16770, -2.91246, -0.96155], [-6.88730, -3.13557, -1.05906], [-5.01210, -0.07724, 0.10899], [-5.02660, 0.57218, -1.53730], [-4.11675, -0.88663, -1.19746], [-8.06296, -2.24080, -3.56214], [-9.72989, -2.70779, -3.18495], [-8.46006, -3.19319, -2.11346], [-9.76843, -0.06684, -3.63165], [-10.16157, 0.60048, -2.04244], [-10.98269, -0.85398, -2.59524], [-10.08304, -1.13309, 0.38993], [-9.02723, -1.31289, 1.80118], [-8.76765, -2.31970, 0.39276], [-9.44917, 1.35944, 0.39278], [-7.72570, 1.74152, 0.55310], [-8.56569, 0.95153, 1.88019], [4.13629, -1.84016, 3.34211], [10.43270, 2.55986, -1.72006], [10.72503, 1.39673, -1.75976], [9.45226, 3.06364, -2.19840], [11.32260, 3.32436, -1.03996], [11.19700, 5.27258, -1.20673]]
}

***

Entry 2:
{
  "formula": "C23H39IN2O9P2S2",
  "method": "ωB97M-V/def2-TZVPD",
  "e_tot_ev": -94242.4879,
  "orbital_gap_ev": 7.88,
  "elements": ["C", "C", "C", "C", "C", "S", "C", "C", "C", "C", "O", "I", "C", "N", "S", "N", "C", "H", "H", "H", "H", "H", "H", "H", "H", "H", "O", "P", "O", "C", "C", "O", "C", "C", "O", "C", "C", "H", "H", "H", "H", "H", "H", "H", "H", "H", "H", "H", "H", "H", "H", "H", "O", "P", "O", "C", "C", "O", "C", "C", "O", "C", "C", "H", "H", "H", "H", "H", "H", "H", "H", "H", "H", "H", "H", "H", "H", "H"],
  "coordinates": [[-2.49485, 3.72926, -4.15685], [-3.06124, 3.31775, -5.28635], [-3.21402, 1.81614, -5.53230], [-1.86714, 1.26724, -5.95826], [-1.09824, 0.41343, -5.22877], [-1.65128, -0.18252, -3.65414], [0.18934, -0.01404, -5.71068], [0.68507, 0.41615, -6.89162], [2.06695, -0.01732, -7.35076], [3.07987, 0.97546, -6.78626], [2.80939, 2.09686, -6.51349], [5.08352, 0.23738, -6.45367], [-0.07802, 1.29247, -7.71479], [0.24198, 1.81981, -8.88394], [-0.99624, 2.76038, -9.31464], [-1.97069, 2.53035, -8.06280], [-1.36026, 1.70533, -7.21990], [-2.66882, 4.69275, -3.69690], [-1.82576, 3.04136, -3.64625], [-3.38158, 4.00153, -6.06303], [-3.88117, 1.68340, -6.38406], [-3.57674, 1.33312, -4.63367], [-0.49952, -0.11555, -2.97058], [0.81537, -0.68533, -5.13647], [2.08942, -0.02053, -8.43950], [2.24505, -1.00277, -6.92469], [-0.80886, -4.24934, -0.21746], [-1.74012, -3.81935, 0.84351], [-2.16611, -2.29107, 0.55063], [-2.95439, -1.99781, -0.60582], [-4.38016, -2.50496, -0.48505], [-0.78649, -3.59528, 2.13716], [0.59236, -3.96098, 2.11542], [1.46323, -2.81811, 1.63415], [-3.00023, -4.22166, 1.77654], [-3.50979, -5.57252, 1.70902], [-2.44787, -6.60362, 2.03485], [-2.47224, -2.41177, -1.49631], [-2.96132, -0.91274, -0.70653], [-4.41508, -3.59709, -0.51771], [-4.99155, -2.12760, -1.30524], [-4.82221, -2.19150, 0.46022], [0.74485, -4.85416, 1.50978], [0.86445, -4.22388, 3.13900], [1.06088, -2.34085, 0.74068], [2.47306, -3.16665, 1.41267], [1.52592, -2.04219, 2.39834], [-3.92256, -5.75155, 0.71243], [-4.32890, -5.62962, 2.42295], [-1.63966, -6.59186, 1.29725], [-2.87832, -7.60508, 2.03860], [-2.00137, -6.40400, 3.00872], [2.59961, 0.99436, 5.74527], [2.31135, 2.35164, 5.24327], [1.19096, 3.01423, 6.19773], [1.52333, 3.31356, 7.55496], [2.49828, 4.47126, 7.67830], [1.42693, 2.10021, 3.90789], [1.22941, 0.78534, 3.38680], [-0.00657, 0.12721, 3.96815], [2.92271, 3.72665, 4.64204], [4.33603, 3.78481, 4.34769], [4.76245, 2.71328, 3.36409], [1.92319, 2.41967, 8.04207], [0.58669, 3.56837, 8.04890], [3.48963, 4.19406, 7.31049], [2.60299, 4.77446, 8.72045], [2.15896, 5.32555, 7.09328], [2.11969, 0.17635, 3.54597], [1.10691, 0.88813, 2.30706], [-0.06857, 0.24321, 5.05002], [-0.02427, -0.93810, 3.73482], [-0.90742, 0.58373, 3.55520], [4.90142, 3.69421, 5.27935], [4.52601, 4.77520, 3.93884], [4.62305, 1.71078, 3.77981], [5.81765, 2.82443, 3.11395], [4.17161, 2.77053, 2.45019]]
}

***

Entry 3:
{
  "formula": "C17H20CoN10O2",
  "method": "ωB97M-V/def2-TZVPD",
  "de_lowest_kcal_mol": 0.6,
  "e_tot_ev": -74562.8114,
  "multiplicity": 2,
  "orbital_gap_ev": [8.90, 8.85],
  "total_charge": 2,
  "elements": ["Co", "C", "N", "C", "C", "N", "C", "C", "C", "C", "C", "C", "N", "C", "N", "C", "C", "C", "C", "C", "C", "N", "H", "H", "H", "H", "H", "H", "H", "H", "H", "H", "H", "H", "H", "H", "H", "N", "N", "C", "N", "N", "N", "O", "O", "H", "H", "H", "H", "H"],
  "coordinates": [[0.23203, -0.34200, 0.22785], [1.88606, -0.54918, 2.60075], [0.47352, -0.67653, 2.17543], [-0.18863, -1.94548, 2.56194], [-1.33496, -2.12031, 1.61540], [-1.31137, -1.52849, 0.43211], [-2.52299, -1.84678, -0.18442], [-3.06165, -1.48072, -1.41752], [-4.30285, -1.98477, -1.74691], [-5.00812, -2.83189, -0.87890], [-4.49615, -3.19216, 0.34944], [-3.24706, -2.67761, 0.67379], [-2.45968, -2.81766, 1.81143], [2.60213, 0.19335, 1.51475], [2.01956, 0.41960, 0.34933], [2.93176, 1.16441, -0.40334], [2.84634, 1.72719, -1.67632], [3.94689, 2.41407, -2.14644], [5.11083, 2.55584, -1.37662], [5.20270, 2.02587, -0.10682], [4.09007, 1.33619, 0.35733], [3.83538, 0.70989, 1.57303], [2.32049, -1.54206, 2.72927], [1.96982, -0.02828, 3.55635], [-0.06512, 0.10830, 2.54688], [-0.50814, -1.94301, 3.60547], [0.52018, -2.76518, 2.42752], [-2.55294, -0.80833, -2.09514], [-4.75036, -1.72010, -2.69481], [-5.97713, -3.20422, -1.17970], [-5.04156, -3.83917, 1.02233], [-2.68880, -3.35774, 2.63123], [1.94677, 1.67383, -2.27427], [3.91296, 2.86445, -3.12877], [5.94865, 3.10292, -1.78520], [6.09369, 2.14653, 0.49366], [4.46305, 0.66065, 2.36033], [0.09625, -0.23421, -1.82168], [-0.56968, 0.94051, -2.22160], [-1.10566, 1.78305, -1.28957], [-1.76215, 2.83694, -1.73718], [-0.87870, 1.41276, -0.02987], [-1.36727, 2.16746, 1.01821], [-1.10820, 1.72011, 2.12000], [-2.01267, 3.17471, 0.82845], [1.02843, -0.24277, -2.23090], [-0.41398, -1.04736, -2.16240], [-0.71952, 1.09573, -3.20676], [-1.86167, 3.01484, -2.72334], [-2.16054, 3.47681, -1.06381]]
}

***

Entry 4:
{
  "formula": "C7H6BrO4",
  "method": "ωB97M-V/def2-TZVPD",
  "e_tot_ev": -85586.9502,
  "orbital_gap_ev": [7.49, 7.50],
  "total_charge": -1,
  "elements": ["C", "C", "C", "C", "C", "C", "C", "O", "O", "O", "O", "Br", "H", "H", "H", "H", "H", "H"],
  "coordinates": [[-0.20242, -1.33139, 0.90225], [-0.92160, -1.29004, -0.35860], [-1.05654, 1.64517, 0.57688], [3.00932, 2.21017, -2.84882], [0.00673, 1.20355, 1.35433], [0.19406, -0.29589, 1.55793], [-1.38797, -0.27197, -1.01165], [2.01893, 2.47985, -3.37094], [-1.73035, 2.61037, 0.44860], [4.03315, 1.78178, -2.64617], [-2.00931, 0.08689, -2.08474], [2.55781, 2.86018, -0.28250], [0.07167, -2.21270, 1.42924], [-0.91969, -2.30544, -0.94515], [0.96395, 1.50175, 0.83542], [0.06332, 1.81214, 2.28189], [0.78790, -0.56855, 2.51128], [-1.66354, 0.99505, -2.34873]]
}